[1]
C2H10N2O | ωB97M-V with the def2-TZVPD basis set

Positions of all 15 atoms, in Å:
N 0.74397 0.55956 0.91334
N -1.30378 -0.38040 -0.95374
C 0.85522 0.45080 -0.52520
C 0.07264 -0.71557 -1.01697
H 1.22203 -0.26784 1.28689
H 1.31862 1.36584 1.18234
H -1.46486 0.60797 -1.17704
H -1.56791 -0.49635 0.03087
H 0.40725 1.34928 -0.99159
H 1.92136 0.41419 -0.82092
H 0.38268 -0.92908 -2.05800
H 0.25236 -1.62915 -0.41819
O -1.22388 0.14371 1.65667
H -1.22575 -0.83897 1.70757
H -0.39000 0.36601 1.18394

Properties
- E_LUMO: 0.7 eV
- Charge: 0
- Kohn-Sham gap: 9.3682 eV
- Highest occupied orbital energy: -8.7 eV
- DFT total energy: -7261.77232 eV
- Molecular weight: 78.115 g mol⁻¹

[2]
C28H54N2NaO10S5 | ωB97M-V with the def2-TZVPD basis set

Positions of all 100 atoms, in Å:
Na -29.95436 -1.36559 18.29670
C -35.47745 1.45986 17.48209
C -35.40528 0.92468 18.88714
C -34.12046 1.40640 19.67452
C -32.87436 0.92551 19.13582
N -31.89102 0.55619 18.63445
H -35.43699 2.54467 17.58030
H -36.37542 1.06794 17.00444
H -34.67407 1.15719 16.81047
H -35.52761 -0.13730 18.67422
H -36.28762 1.02152 19.51976
H -34.04369 0.97112 20.67088
H -34.05165 2.49410 19.69066
C -24.31139 0.79368 15.83527
C -25.22943 1.97070 15.56527
C -26.30521 2.12096 16.72179
C -27.18481 1.01707 16.95010
N -27.86451 0.12911 17.15300
H -23.77419 0.78631 16.78367
H -23.52125 0.71310 15.08875
H -24.81989 -0.16827 15.89992
H -25.71245 1.98557 14.58825
H -24.56491 2.83196 15.49640
H -26.90880 3.02469 16.63773
H -25.75904 2.17678 17.66343
C -28.93165 -4.39351 13.80291
C -27.42649 -4.43186 13.69503
C -26.81572 -3.85419 14.88108
S -27.89908 -4.42598 16.29677
O -28.38149 -3.23936 17.02231
O -27.33870 -5.54802 17.02229
C -29.26854 -5.05873 15.17070
H -29.47765 -4.86088 12.98343
H -29.22159 -3.34338 13.83838
H -27.19813 -3.90763 12.76706
H -27.12295 -5.47864 13.71006
H -27.03918 -2.78957 14.81220
H -25.75347 -4.00832 15.07075
H -30.21861 -4.95634 15.69508
H -28.96911 -6.10558 15.12015
C -32.39341 -0.31756 13.05838
C -32.51069 0.50010 14.34942
C -31.13224 0.88504 14.82768
S -30.26193 -0.68581 14.61213
O -30.62307 -1.54855 15.73037
O -28.90213 -0.46790 14.34056
C -31.14629 -1.16194 13.07610
H -32.35726 0.43619 12.27184
H -33.23272 -0.96279 12.79892
H -33.01712 -0.13299 15.07800
H -33.25112 1.28704 14.20593
H -30.89017 1.19105 15.84546
H -30.67708 1.54331 14.08767
H -31.24170 -2.24265 12.97098
H -30.53036 -0.80642 12.25006
C -25.38072 0.08842 20.72770
C -25.36221 1.57258 20.57998
C -26.81734 1.96706 20.51723
S -27.90996 0.66228 21.30445
O -28.80535 0.11094 20.24156
O -28.49896 1.18511 22.53002
C -26.47327 -0.42450 21.72788
H -24.44903 -0.36300 21.06871
H -25.69566 -0.29206 19.75603
H -24.71804 1.90107 19.76435
H -24.89350 2.01396 21.45953
H -27.11155 2.03837 19.47012
H -27.07058 2.84704 21.10852
H -26.75570 -1.47718 21.74190
H -26.11062 -0.02508 22.67500
C -27.17530 -4.60565 22.32997
C -27.06593 -5.85110 21.34819
C -27.85164 -5.42635 20.07476
S -29.30649 -4.32053 20.62822
O -30.53701 -5.13441 20.55732
O -29.21565 -2.99754 19.98841
C -28.68831 -4.21837 22.38539
H -26.58062 -3.75649 21.99325
H -26.73737 -4.81550 23.30582
H -27.62687 -6.64852 21.83560
H -26.04001 -6.12596 21.10317
H -28.23984 -6.24425 19.46777
H -27.26029 -4.64609 19.59560
H -29.26194 -4.85782 23.05633
H -28.87396 -3.23494 22.81724
C -35.51507 -3.26222 17.90632
C -35.20801 -4.37888 18.96788
C -33.77757 -4.18873 19.45832
S -32.88174 -3.82981 17.86861
O -32.81329 -5.08918 17.17453
O -31.74413 -2.97361 18.13816
C -34.32774 -2.79084 17.12754
H -35.97377 -2.41282 18.41247
H -36.24840 -3.62324 17.18521
H -35.25012 -5.34935 18.47341
H -35.90684 -4.39804 19.80417
H -33.31480 -4.93367 20.10563
H -33.80714 -3.33213 20.13171
H -34.44937 -2.97814 16.06066
H -34.16039 -1.73394 17.33502

Properties
- E_LUMO: -1.6 eV
- Charge: +1
- Kohn-Sham gap: 10.1995 eV
- Highest occupied orbital energy: -11.8 eV
- DFT total energy: -111952.78656 eV
- Molecular weight: 762.069 g mol⁻¹

[3]
C32H28ClF6N4O9ReS2 | ωB97M-V with the def2-TZVPD basis set

Positions of all 83 atoms, in Å:
Re 0.86184 0.34986 0.21385
C -2.98960 2.30131 0.17785
C -1.65360 2.00894 0.28891
N -1.08858 0.98645 -0.38909
C -1.84639 0.25651 -1.21455
C -3.20915 0.48162 -1.37528
C -3.78416 1.50885 -0.64395
C -4.03068 -0.43556 -2.18919
C -3.81923 -0.86718 -3.43180
C -2.80498 -0.40198 -4.38856
C -2.72098 -0.97157 -5.65334
C -1.78651 -0.44241 -6.52871
N -1.00749 0.58348 -6.19909
C -1.17424 1.06012 -4.97111
N -2.01588 0.62305 -4.05062
H -3.40810 3.12063 0.74400
H -1.00240 2.56857 0.94640
H -1.35675 -0.55819 -1.72130
H -4.84785 1.69652 -0.72094
H -4.91287 -0.81064 -1.68021
H -4.51064 -1.60338 -3.82487
H -3.36145 -1.79267 -5.94383
H -1.66467 -0.84467 -7.52759
H -0.56581 1.91192 -4.69356
F 4.93055 2.32893 2.68248
C 3.93934 2.42498 1.83574
F 4.36032 2.23713 0.59350
F 3.36197 3.61397 1.93398
S 2.63581 1.13787 2.24677
O 1.35371 1.74190 1.71874
O 2.73146 0.86926 3.63014
N 2.72131 -0.06058 1.20187
S 3.89869 -1.20845 1.26616
O 5.06602 -0.59758 1.80706
O 3.86325 -1.86377 0.00442
C 3.29040 -2.44543 2.54762
F 2.08692 -2.09105 2.98589
F 4.13865 -2.46831 3.55463
F 3.22083 -3.63560 1.98172
C -1.42163 -4.11751 6.70088
C -1.27726 -3.50756 5.33659
C -1.24536 -2.12731 5.17289
C -1.12227 -1.53997 3.92335
C -1.09027 -0.03581 3.83238
C -1.05937 -2.37944 2.80165
C -1.11352 -3.77697 2.92909
C -1.04048 -4.70091 1.74310
C -1.20288 -4.31142 4.20577
C -0.92800 -1.82047 1.44533
O -1.48731 -2.14286 0.44308
O 0.05595 -0.81929 1.37359
H -1.06275 -3.44442 7.47790
H -0.87344 -5.05594 6.77398
H -2.47201 -4.33347 6.90670
H -1.31234 -1.48914 6.04653
H -1.44713 0.39809 4.76433
H -1.72007 0.34364 3.02488
H -0.07569 0.32951 3.66682
H -0.18803 -4.46748 1.10294
H -1.93478 -4.62795 1.12587
H -0.93669 -5.73028 2.07979
H -1.21921 -5.38911 4.31990
C 2.10799 2.28343 -4.24757
C 1.49364 3.05031 -3.09374
C 0.84309 4.23671 -3.44512
C 0.32821 5.11712 -2.51227
Cl -0.47949 6.54720 -3.04076
C 0.47922 4.86561 -1.16184
C 1.10686 3.69706 -0.77791
C 1.56675 2.79122 -1.72032
O 2.09172 1.60602 -1.10774
C 2.87765 0.66734 -1.88088
C 1.93414 -0.45175 -2.33831
O 2.09405 -1.11726 -3.31249
O 0.88518 -0.52740 -1.50998
H 1.71989 2.68420 -5.18137
H 1.91959 1.21278 -4.25742
H 3.18944 2.43620 -4.27442
H 0.74832 4.47981 -4.49497
H 0.12154 5.57113 -0.42534
H 1.24939 3.48944 0.27243
H 3.61089 0.23306 -1.20706
H 3.38742 1.16099 -2.69437

Properties
- E_LUMO (spin up / spin down): -4.8 / -4.5 eV
- Multiplicity: 2
- Charge: +1
- Kohn-Sham gap (spin up / spin down): 6.6555 / 7.0255 eV
- Highest occupied orbital energy (spin up / spin down): -11.5 / -11.5 eV
- DFT total energy: -110647.59963 eV
- Molecular weight: 1012.377 g mol⁻¹